Record 1
103
Properties=species:S:1:pos:R:3:forces:R:3 method="wB97M-V/def2-TZVPD" e_homo_ev=-8.982 fmax_ha_per_bohr=0.04546 orbital_gap_ev=9.502 charge=0 e_above_lowest_ev=0.5270
C 1.2054 -20.8014 2.1739 -0.67 -0.27 0.15
C 0.4535 -21.2774 0.9288 1.19 -0.13 -0.09
C 1.2879 -22.3071 0.1742 -0.15 0.35 -0.99
O 0.5876 -22.6528 -1.0512 0.30 1.39 0.48
C 0.9218 -23.8427 -1.7013 0.00 -0.58 0.88
N -0.7959 -21.8707 1.2951 -0.77 -0.26 0.29
H 0.4710 -20.2314 2.7430 0.27 0.38 0.09
H 2.1346 -20.2549 2.0129 -0.22 0.07 -0.24
H 1.4377 -21.6549 2.8109 0.14 -0.23 0.01
H 0.2190 -20.4283 0.2869 0.28 0.08 -0.22
H 1.4320 -23.2123 0.7640 -0.07 -0.12 0.30
H 2.2657 -21.8594 -0.0036 0.14 -0.14 -0.46
H 0.4647 -24.6628 -1.1476 -0.26 -0.42 -0.12
H 1.9862 -24.0750 -1.6682 0.21 0.28 -0.41
H 0.5212 -23.8198 -2.7147 0.18 0.06 0.06
H -1.0896 -22.3428 0.4519 -0.58 -0.09 -0.20
H -0.5592 -22.6299 1.9177 -0.22 -0.25 0.47
C 4.8052 -16.3042 0.7438 0.66 -0.26 -0.77
C 3.3084 -16.1988 1.0199 0.27 -0.33 -0.82
C 2.4697 -16.3566 -0.2974 0.48 0.30 0.64
O 1.0578 -16.3915 -0.1026 0.11 0.78 0.26
C 0.3804 -15.9743 -1.2864 -0.21 -0.77 0.33
N 2.9024 -17.3139 1.8751 -0.30 0.17 0.01
H 5.2600 -15.4291 0.2796 -0.30 0.42 0.25
H 5.0872 -17.0872 0.0399 -0.42 -0.38 -0.07
H 5.3846 -16.5512 1.6334 -0.25 0.22 0.24
H 3.1994 -15.2720 1.5831 -0.66 0.44 -0.50
H 2.7618 -17.3202 -0.7150 0.23 -0.19 -0.18
H 2.7216 -15.5823 -1.0220 0.15 0.18 0.03
H 0.6259 -16.6934 -2.0679 0.19 0.30 -0.48
H 0.5981 -14.9399 -1.5525 0.30 -0.02 -0.12
H -0.6996 -16.0553 -1.1634 0.07 -0.02 0.47
H 3.0994 -17.0224 2.8218 0.23 -0.35 0.37
H 1.8949 -17.2680 1.8216 -0.49 -0.53 0.19
C 4.3682 -23.3275 -0.0633 0.02 -0.32 -0.04
C 5.7529 -24.0000 -0.1864 -0.05 0.47 0.15
C 6.5666 -23.5179 -1.3734 0.98 0.19 -0.34
O 7.7497 -24.2833 -1.4399 0.74 -1.57 -1.18
C 8.4917 -24.2223 -2.6874 -0.33 0.24 1.32
N 6.4618 -23.8107 1.0763 0.19 0.37 0.47
H 3.7753 -23.8718 0.6719 0.14 -0.01 0.14
H 3.7643 -23.3383 -0.9707 0.36 -0.25 -0.18
H 4.3717 -22.2830 0.2482 0.48 0.09 0.13
H 5.5954 -25.0698 -0.3240 0.02 -0.10 -0.05
H 7.0044 -22.5252 -1.2686 -1.04 0.87 0.21
H 6.0112 -23.5908 -2.3085 -0.20 -0.01 -0.20
H 9.2587 -24.9945 -2.6293 -0.12 0.03 0.02
H 8.9850 -23.2531 -2.7611 0.10 0.18 -0.06
H 7.8986 -24.3664 -3.5905 -0.37 -0.11 0.11
H 6.7922 -22.8568 1.1104 -0.40 0.68 0.11
H 7.3527 -24.2762 1.1739 -0.10 -0.85 -0.56
C 7.5317 -19.9473 -5.2399 -0.45 1.96 -0.16
C 7.3938 -21.3733 -4.9285 -0.08 -0.70 0.49
C 5.8739 -21.7247 -4.7172 1.51 -0.12 0.32
O 5.3461 -21.0786 -3.5516 1.12 0.54 -0.88
C 4.0464 -21.3844 -3.1124 -0.40 -1.81 -1.42
N 7.9034 -22.1353 -6.0451 -0.31 -0.90 -0.52
H 6.8923 -19.7939 -6.1093 -0.31 0.53 0.01
H 8.5066 -19.5933 -5.5752 0.32 -0.40 0.30
H 7.2160 -19.3144 -4.4106 -0.18 0.21 -0.11
H 8.0983 -21.6592 -4.1474 -0.74 -0.02 0.83
H 5.8252 -22.8135 -4.7291 -0.35 -0.22 0.66
H 5.4072 -21.4182 -5.6534 -0.56 0.42 0.07
H 3.3761 -21.4247 -3.9710 -0.28 0.15 -0.06
H 3.6185 -20.6898 -2.3895 0.53 0.08 0.09
H 4.1249 -22.4045 -2.7366 -0.61 0.05 0.46
H 7.3375 -21.9203 -6.8536 -0.07 -0.07 -0.44
H 8.8145 -21.7477 -6.2446 0.24 -0.21 -0.20
C 5.7447 -21.0215 8.1119 1.05 0.72 1.59
C 5.0592 -21.9300 7.1450 -0.65 0.38 -1.17
C 5.3405 -21.6645 5.6133 -0.31 -0.60 1.43
O 4.4337 -22.4907 4.9002 -0.86 1.47 0.76
C 4.5839 -22.4934 3.5042 1.31 -1.88 -0.07
N 5.3061 -23.3249 7.4538 0.93 -0.80 -0.14
H 6.7689 -21.3098 8.3487 0.25 -0.26 -0.29
H 5.2608 -21.0342 9.0885 -0.26 -0.51 0.07
H 5.8125 -19.9423 7.9745 -0.31 0.00 -1.04
H 4.0024 -21.8323 7.3936 -0.33 0.42 -0.85
H 6.3604 -21.9937 5.4145 0.43 -0.14 -0.08
H 5.3223 -20.6015 5.3730 -0.56 0.16 -0.25
H 4.7761 -21.5608 2.9737 -0.37 0.34 0.33
H 3.7962 -23.0963 3.0523 -0.48 0.56 0.14
H 5.4337 -23.1622 3.3675 0.51 0.28 -0.74
H 5.3058 -23.8148 6.5706 -0.88 -0.37 -0.30
H 6.2829 -23.4671 7.6680 0.45 0.32 0.67
O 5.7693 -19.3827 -1.6097 -0.11 0.65 0.60
H 6.6991 -19.3520 -1.8348 0.23 0.02 0.10
H 5.4080 -20.0657 -2.1747 0.43 -0.06 -0.36
O 4.3988 -19.7000 0.7381 0.02 -0.81 0.24
H 3.8740 -18.9413 0.9935 -0.49 0.61 0.62
H 4.7632 -19.4635 -0.1149 0.43 0.08 -0.63
C 8.9718 -19.8699 2.9700 0.34 1.15 0.71
C 7.4889 -19.8881 2.6529 -0.42 0.18 1.21
C 6.6658 -18.7192 3.2849 0.79 -0.65 -0.08
O 7.3637 -19.8644 1.2843 0.44 -0.13 -1.92
H 9.5688 -20.7512 2.7356 -0.50 -0.21 -0.08
H 9.0898 -19.6237 4.0252 0.05 -0.40 0.26
H 9.4760 -19.0283 2.4949 -0.17 0.11 -0.42
H 7.0933 -20.8237 3.0482 -0.22 -0.27 0.19
H 7.0196 -17.7852 2.8485 -0.04 0.11 0.07
H 6.7850 -18.6927 4.3681 0.14 0.06 0.07
H 5.6006 -18.8370 3.0863 0.03 -0.07 -0.24
H 6.4550 -19.9653 0.9918 -0.52 0.11 0.27

=====

Record 2
108
Properties=species:S:1:pos:R:3:forces:R:3 method="wB97M-V/def2-TZVPD" e_homo_ev=-9.266 fmax_ha_per_bohr=0.12425 orbital_gap_ev=9.746 charge=0 e_above_lowest_ev=2.6275
C 0.7923 4.9642 -0.8671 -0.60 1.35 0.03
O 0.1435 4.2933 -1.9267 -0.34 -0.94 0.00
H 0.2891 5.9309 -0.8482 0.82 0.74 0.07
H 0.5436 4.6425 0.1441 0.15 -1.08 -0.36
H 1.8648 5.0002 -1.0583 -0.01 0.21 0.43
H 0.0777 4.9449 -2.6287 -0.06 -0.27 -0.16
C 2.8193 3.5937 1.7073 0.80 0.04 1.51
O 3.7282 4.7359 1.8050 -0.84 -0.62 -0.81
H 2.9623 2.9001 0.8787 0.27 0.57 -0.44
H 3.0197 3.0012 2.6000 -0.28 -0.31 0.07
H 1.7729 3.8918 1.7726 0.13 0.31 -0.19
H 4.2679 4.6199 2.5903 -0.09 -0.08 -0.11
C 3.2995 -3.6563 -0.1681 -1.71 0.08 0.66
O 2.3925 -3.0754 0.3724 -2.85 0.60 0.81
N 3.3391 -4.9119 -0.5452 -0.69 -4.11 -0.59
N 4.3687 -3.0475 -0.4810 5.49 3.05 -1.19
H 4.2407 -5.3389 -0.7028 -0.51 -0.09 -0.19
H 2.5182 -5.5004 -0.5529 0.28 0.20 0.35
H 4.4300 -2.0413 -0.4184 0.03 0.26 0.34
H 5.2021 -3.5448 -0.7607 -0.27 0.32 -0.20
C -3.8407 -1.0244 -0.9969 1.88 -0.90 -1.20
O -2.6864 -0.7319 -1.3330 0.76 0.90 0.20
N -4.7832 -0.2355 -0.6660 -2.73 3.57 1.53
N -4.2333 -2.2650 -1.0481 0.50 -3.25 -0.38
H -4.6612 0.7511 -0.8449 -0.51 0.45 0.15
H -5.7140 -0.5999 -0.5215 0.27 0.37 -0.11
H -3.4683 -2.8229 -1.3998 -0.79 -1.16 0.24
H -5.1590 -2.5771 -0.7917 0.58 -0.23 -0.28
C 0.8098 0.4501 -0.8632 1.71 1.88 0.81
O 1.9678 0.8118 -0.6963 1.70 0.49 -0.12
N 0.3377 -0.6773 -0.5337 -1.37 -5.41 1.14
N -0.1194 1.2696 -1.2396 -2.08 4.03 -1.74
H 0.9417 -1.4254 -0.2245 -0.05 -0.14 -0.05
H -0.6455 -0.8150 -0.7195 -0.01 -0.64 0.19
H -1.0987 1.0533 -1.3586 0.25 -0.32 0.05
H 0.1784 2.2249 -1.3766 -0.29 -0.02 -0.31
C -4.2572 2.1315 -3.4858 -0.50 0.62 -1.71
C -3.8039 2.6176 -2.1545 -0.17 1.19 0.64
C -3.5318 4.1283 -2.0996 1.43 -0.35 -0.99
O -4.8589 2.4181 -1.2384 -0.63 -0.74 0.28
H -4.7986 1.1882 -3.5580 0.72 -0.43 0.54
H -3.4468 2.2117 -4.2103 0.23 -0.58 0.09
H -4.9965 2.7848 -3.9492 -0.21 0.61 0.41
H -2.9254 2.0619 -1.8263 0.19 -0.11 -0.03
H -2.7722 4.3658 -2.8444 -0.30 0.17 -0.70
H -2.9557 4.4602 -1.2359 -0.71 -0.26 0.65
H -4.4545 4.6849 -2.2636 0.17 0.03 0.09
H -4.5486 2.7448 -0.3907 -0.11 0.42 0.65
C 3.4156 -1.1078 -3.2374 -2.16 -1.10 -0.69
C 2.7060 -2.2386 -4.1097 1.30 2.78 1.02
C 1.1822 -2.1389 -4.1547 -0.07 -0.13 0.24
O 3.2121 -2.0659 -5.4374 -0.63 -0.81 -0.32
H 4.4953 -1.2566 -3.2531 -0.08 0.18 0.17
H 2.9657 -1.2203 -2.2509 0.53 0.25 0.34
H 3.0894 -0.1454 -3.6317 0.41 0.12 0.02
H 3.0592 -3.1255 -3.5836 -0.32 -0.78 -0.62
H 0.7272 -1.2039 -4.4816 0.76 0.25 -0.79
H 0.6914 -2.1661 -3.1818 0.50 -0.74 0.35
H 0.8200 -2.9547 -4.7803 -0.26 0.05 0.05
H 4.1716 -2.0975 -5.4422 0.02 -0.01 0.24
C -3.5661 2.3043 3.2553 -0.24 -0.09 0.42
C -3.2313 3.3465 2.2491 1.43 -0.58 -1.92
C -1.9703 2.8735 1.4474 -0.77 1.10 0.39
O -4.2725 3.5906 1.2695 0.48 -0.03 0.92
H -4.5015 2.5545 3.7559 -0.05 -0.17 0.21
H -2.7447 2.3655 3.9692 -0.16 -0.36 0.32
H -3.6144 1.2992 2.8362 -0.07 0.04 -0.03
H -2.9833 4.2551 2.7977 -0.12 0.38 -0.26
H -1.6563 3.6275 0.7256 -0.08 0.15 -0.01
H -2.1689 1.9676 0.8747 0.01 -0.21 0.31
H -1.1521 2.7621 2.1589 0.05 -0.38 -0.13
H -5.0295 3.8536 1.7981 -0.42 0.08 -0.25
C -0.7396 -3.8135 -1.5744 -0.68 0.16 1.09
C -1.4897 -4.4858 -0.4184 -0.71 -0.61 0.03
C -1.6058 -3.6472 0.8593 0.57 -0.45 -0.14
O -2.7861 -4.8529 -0.8955 -0.87 0.37 -1.05
H 0.2692 -3.6591 -1.1915 0.29 -0.11 -0.54
H -1.1673 -2.8303 -1.7702 -0.07 0.11 0.00
H -0.8344 -4.3912 -2.4939 0.41 -0.15 0.17
H -1.0567 -5.4733 -0.2590 0.78 0.16 0.59
H -2.3026 -4.0341 1.6030 -0.34 -0.32 -0.28
H -1.9189 -2.6302 0.6234 0.27 0.10 0.07
H -0.6639 -3.6985 1.4054 0.20 0.55 -0.23
H -3.4080 -5.0434 -0.1894 0.32 0.03 0.29
C -0.4531 -0.5149 3.0184 0.24 0.46 0.34
C -0.1829 -1.3369 4.3014 0.06 0.05 -1.51
C -1.0928 -1.0300 5.4456 0.12 0.49 -0.01
O -0.3247 -2.6804 3.9066 0.16 -0.98 0.46
H 0.1031 -0.9023 2.1648 -0.11 -0.46 0.08
H -0.0899 0.5123 3.0475 -0.21 0.28 0.46
H -1.5170 -0.5152 2.7812 -0.04 -0.04 -0.07
H 0.8375 -1.1271 4.6221 0.28 -0.11 0.10
H -0.8568 0.0295 5.5443 -0.77 0.27 0.71
H -0.8590 -1.5563 6.3710 0.31 -0.01 -0.13
H -2.1447 -1.2271 5.2383 0.00 0.28 -0.26
H 0.4581 -2.8992 3.3958 0.01 -0.20 -0.20
C 3.6968 -0.4197 2.0945 -0.40 -0.51 0.76
C 4.8196 0.2699 1.3108 0.07 -0.78 0.37
C 6.2708 -0.3141 1.5512 -1.18 0.85 -0.77
O 4.4746 0.1328 -0.0530 2.05 -0.77 -0.57
H 3.3714 0.0377 3.0288 0.14 0.63 -0.04
H 3.8793 -1.4410 2.4288 0.60 -0.24 -0.38
H 2.8251 -0.5216 1.4481 -0.07 0.26 0.09
H 4.8363 1.3371 1.5316 0.12 0.16 0.31
H 6.9226 0.1872 0.8357 0.09 -0.02 -0.06
H 6.3153 -1.3833 1.3444 -0.15 -0.04 0.15
H 6.6650 -0.0905 2.5425 -0.29 -0.11 0.10
H 3.5567 0.3478 -0.2342 -0.90 0.32 0.03